A cluster of 3 separate species, C2H10NO3 in total at a distorted geometry. Source: OMol25; level of theory: wB97M-V/def2-TZVPD.

```
16
Properties=species:S:1:pos:R:3:nbo_charge:R:1
C -0.19098 -1.09563 -0.67345 -0.146
O 0.57396 0.09203 -0.90838 -0.330
C -1.40169 -0.84221 0.12225 -0.276
N -1.25873 -0.66065 1.55898 -0.809
H 0.44379 -1.90901 -0.03461 0.190
H -0.47859 -1.55180 -1.71965 0.201
H -2.20562 -1.62729 -0.01437 0.220
H -1.98910 0.08304 -0.20803 0.229
H -0.94116 0.40034 1.71342 0.363
H -0.46568 -1.24952 1.90486 0.351
H 0.05901 1.69114 -1.66315 0.474
H 0.17790 2.33709 -0.44057 0.457
O -0.37769 2.48664 -1.29094 -0.920
H 3.06436 0.00445 0.76918 0.457
H 2.20088 0.87888 0.06741 0.469
O 2.78936 0.96252 0.81705 -0.931
```

Calculated values
Energy: -9865.1948 eV
M: 96.106 g/mol
Gap between HOMO and LUMO (spin up / spin down): 10.7 / 7.4 eV
Multiplicity: 2